Here is a single C2H2N2O3S molecule from the Open Molecules 2025 dataset. Energies are from ωB97M-V/def2-TZVPD.

```
10
Properties=species:S:1:pos:R:3:forces:R:3:nbo_charge:R:1
C 1.77145 -0.51192 -0.14310 1.2 -0.9 -0.2 0.95
C 0.05149 0.89720 -0.03388 -0.9 -0.3 0.1 0.64
H -2.37459 -1.42045 0.79216 -0.1 0.0 0.0 0.13
H -1.56299 1.88242 -0.02651 -0.4 -0.2 0.1 0.37
N -0.40991 -0.40757 0.32373 -0.4 0.3 -0.2 -0.33
N -0.57063 1.96891 -0.15480 0.8 0.0 -0.1 -0.66
O 0.68657 -1.29373 0.09858 0.4 0.3 0.0 -0.34
O 2.88131 -0.92745 -0.29069 -1.2 0.6 0.2 -0.53
O 1.39391 0.78882 -0.20074 0.3 0.1 0.0 -0.45
S -1.86662 -0.97623 -0.36474 0.3 0.2 0.1 0.23
```
Forces are in eV/Å.

Values from the calculation:
Structure (SMILES): [H]/N=c1/oc(=O)on1S
Max |F|, eV Å⁻¹: 1.54
E_LUMO, eV: 0.19
Net charge: 0
Spin multiplicity: 1
HOMO-LUMO gap, eV: 10.57


Here is a molecular structure, C19H26N8O3STi from the Open Molecules 2025 dataset. Energies are from ωB97M-V/def2-TZVPD.

```
58
Properties=species:S:1:pos:R:3:forces:R:3:nbo_charge:R:1
Ti 0.78025 -0.42108 -0.85962 -0.3 1.6 -0.6 1.36
C -1.33582 -4.74810 1.65243 -0.1 0.1 0.0 -0.41
N -0.99059 -3.33457 1.52047 -0.1 -0.3 0.5 -0.42
C -0.53917 -2.69538 2.75447 -0.1 -0.1 0.0 -0.43
C -0.49172 -2.84142 0.35879 -0.2 -0.3 -0.3 0.65
N 0.52744 -2.07311 0.27925 0.0 -0.5 0.3 -0.79
N -1.18439 -3.19155 -0.78903 0.0 -0.1 -0.1 -0.61
C -1.10473 -2.54853 -2.01399 -0.1 -0.1 0.3 0.63
N -1.77882 -3.19485 -3.01114 -0.1 -0.3 -0.2 -0.80
N -0.53075 -1.41437 -2.13013 -0.5 -0.5 -0.3 -0.78
H -2.24394 -4.86128 2.24204 0.0 0.0 0.0 0.21
H -0.52999 -5.29052 2.15151 0.1 0.0 0.0 0.20
H -1.49212 -5.21580 0.68334 0.0 0.0 0.0 0.20
H -1.28163 -2.88616 3.52731 0.0 0.0 0.0 0.22
H -0.46586 -1.61820 2.61226 0.0 0.0 0.0 0.24
H 0.42485 -3.08442 3.10008 0.0 0.0 0.0 0.19
H 1.02274 -1.97517 1.15390 0.1 0.1 0.1 0.41
H -1.98852 -3.77831 -0.65949 -0.2 0.0 0.0 0.41
H -1.80589 -4.19996 -2.95328 0.0 0.0 0.0 0.39
H -1.59482 -2.85952 -3.94221 -0.1 0.1 0.0 0.40
H -0.55445 -1.05234 -3.07397 0.1 0.1 -0.1 0.40
O 3.07678 1.03528 2.09097 0.2 0.0 0.1 -0.64
C 2.15710 0.77853 1.33455 -0.2 -0.1 -0.3 0.73
O 2.28511 0.05668 0.21967 0.7 0.3 1.2 -0.80
C 0.78603 1.27334 1.52967 -0.3 -0.2 -0.3 -0.03
C 0.49679 2.24378 2.48383 0.0 0.0 0.1 -0.21
C -0.73080 2.85038 2.50188 -0.1 0.0 0.0 -0.27
C -1.73522 2.43058 1.55323 0.1 0.1 0.1 -0.10
C -3.01201 3.01068 1.51032 0.0 0.0 0.1 -0.20
C -3.99193 2.54543 0.65309 0.0 0.0 0.0 -0.24
C -3.71001 1.46127 -0.17436 0.0 0.0 0.0 -0.23
C -2.45076 0.88589 -0.16490 0.1 0.1 0.0 -0.19
C -1.42363 1.37381 0.65786 0.4 -0.2 0.1 0.17
N -0.14406 0.81444 0.60537 -0.3 0.6 0.5 -0.65
H 1.28559 2.50758 3.17953 0.0 0.0 -0.1 0.24
H -0.97156 3.61905 3.22784 0.0 0.0 -0.1 0.21
H -3.22484 3.83657 2.18300 0.0 -0.1 0.0 0.20
H -4.97387 3.00598 0.63777 0.1 0.0 0.0 0.21
H -4.47702 1.06845 -0.83502 0.1 0.0 0.1 0.20
H -2.23266 0.04974 -0.81238 0.0 -0.1 -0.1 0.19
S 0.03790 1.62560 -2.48125 0.1 0.0 0.1 -0.24
C 1.12295 2.62313 -1.61705 -0.1 0.1 -0.1 0.37
N 0.78093 3.72670 -0.93387 -0.1 0.3 0.1 -0.59
C 1.90697 4.23243 -0.13671 -0.1 -0.2 -0.1 -0.23
C 3.09551 3.43859 -0.71678 -0.2 -0.2 0.0 -0.23
N 2.42037 2.42798 -1.52897 0.3 -0.1 -0.2 -0.57
H -0.18067 3.87655 -0.67298 0.0 -0.1 0.0 0.43
H 1.75868 4.00656 0.91736 -0.1 0.0 0.1 0.22
H 2.02335 5.30587 -0.25580 0.0 0.1 -0.1 0.20
H 3.69417 2.97589 0.06435 0.0 -0.1 0.0 0.23
H 3.73967 4.05676 -1.34072 0.0 0.0 -0.1 0.20
H 2.84113 1.59546 -1.96500 0.1 0.0 -0.1 0.48
C 2.78676 -2.35321 -2.34088 -0.1 -0.1 0.0 -0.72
C 2.35514 -0.88944 -2.18547 1.0 -0.1 -0.7 0.21
O 3.10908 -0.06823 -2.71629 -0.1 0.1 0.1 -0.65
H 3.66653 -2.43695 -2.98144 0.0 0.0 0.0 0.22
H 1.96818 -2.95968 -2.74649 0.0 0.0 0.0 0.19
H 3.02229 -2.74688 -1.34691 0.0 0.0 0.0 0.22
```
Forces are in eV/Å.

Values from the calculation:
Max |F|, eV Å⁻¹: 1.69
E_LUMO (alpha / beta), eV: -0.32 / -0.33
Net charge: 0
Spin multiplicity: 3
HOMO-LUMO gap (alpha / beta), eV: 4.55 / 6.56


Here is 2 unconnected molecules or ions with the total composition C3H5N3O from the Open Molecules 2025 dataset. Energies are from ωB97M-V/def2-TZVPD.

```
12
Properties=species:S:1:pos:R:3:forces:R:3:nbo_charge:R:1
C -1.76123 -0.94202 0.19424 1.6 1.0 1.4 0.85
C 0.58470 -1.32080 1.03910 -2.2 -0.6 0.7 -0.16
C 1.21272 0.68980 -0.55149 -1.1 -0.5 -1.4 -0.21
N -0.90663 1.90495 -0.88846 -0.6 -1.1 0.7 -0.42
N -0.80842 -1.22163 0.86046 1.6 -1.2 -0.1 -0.57
N 0.10367 1.28786 -0.51273 0.3 1.6 0.5 -0.07
O -2.69856 -0.42940 -0.23295 -2.0 -0.2 -1.3 -0.49
H 0.86865 -0.67908 1.86095 0.5 0.0 -0.1 0.18
H 1.02324 -2.31420 0.97174 0.0 0.2 -0.2 0.18
H 1.71550 0.56952 0.35156 1.2 0.2 1.2 0.19
H 1.46256 0.01977 -1.36768 0.2 0.1 -0.4 0.18
H -0.79620 2.43523 -1.72476 0.4 0.6 -1.1 0.33
```
Forces are in eV/Å.

Values from the calculation:
Max |F|, eV Å⁻¹: 2.36
E_LUMO (alpha / beta), eV: 0.86 / -0.57
Net charge: 0
Spin multiplicity: 3
HOMO-LUMO gap (alpha / beta), eV: 8.26 / 8.71


Here is 2 unconnected molecules or ions with the total composition C2H2N3O from the Open Molecules 2025 dataset. Energies are from ωB97M-V/def2-TZVPD.

```
8
Properties=species:S:1:pos:R:3:forces:R:3:nbo_charge:R:1
C 0.05430 0.25927 0.14071 -1.8 3.1 -1.9 0.19
C 3.36659 -1.08981 0.20542 0.2 -0.3 -0.2 0.44
N 1.06942 1.03727 0.15070 -1.8 -4.4 0.4 -0.20
N 1.63270 2.06772 -0.07200 2.4 3.2 0.0 0.26
N 2.44304 2.83527 -0.18872 -1.2 -0.2 -0.1 0.27
O 4.01045 -1.91892 -0.19276 -0.1 0.2 0.2 -0.44
H -1.03847 0.55768 -0.08526 1.7 0.2 0.8 0.25
H 0.22730 -0.76302 0.02098 0.7 -1.8 0.8 0.24
```
Forces are in eV/Å.

Values from the calculation:
Max |F|, eV Å⁻¹: 4.76
E_LUMO, eV: -7.73
Net charge: +1
Spin multiplicity: 1
HOMO-LUMO gap, eV: 9.11


Here is a molecular structure, C42H53N4Tl from the Open Molecules 2025 dataset. Energies are from ωB97M-V/def2-TZVPD.

```
100
Properties=species:S:1:pos:R:3:forces:R:3:lowdin_charge:R:1
Tl -0.37218 0.23726 -0.14568 0.0 0.0 0.0 1.05
C -1.06807 4.61222 4.16400 0.0 0.0 0.0 -0.08
C -0.12856 3.48553 4.60618 0.0 0.0 0.0 -0.19
C -0.33189 2.23457 3.81125 0.0 0.0 0.0 -0.12
C -1.05636 1.12879 4.14327 0.0 0.0 0.0 -0.12
C -1.83381 0.86914 5.39478 0.0 0.0 0.0 -0.19
C -3.33003 1.14884 5.22143 0.0 0.0 0.0 -0.08
C -0.97531 0.22409 3.01160 0.0 0.0 0.0 -0.22
N -0.21469 0.78745 2.03870 0.0 0.0 0.0 0.03
C 0.19440 2.00469 2.47905 0.0 0.0 0.0 -0.22
C 1.01243 2.88182 1.77022 0.0 0.0 0.0 0.07
C 1.60533 2.68049 0.52533 0.0 0.0 0.1 -0.22
C 2.45026 3.63638 -0.16854 0.0 0.0 0.0 -0.12
C 2.77276 5.01187 0.32258 0.0 0.0 0.0 -0.19
C 1.62893 6.00042 0.07477 0.0 0.0 0.0 -0.08
C 2.81802 3.04980 -1.34200 0.0 0.0 0.0 -0.12
C 2.19738 1.73635 -1.36064 0.0 0.0 -0.1 -0.22
C 2.31512 0.80005 -2.38602 0.0 0.0 0.0 0.07
C 1.74725 -0.47100 -2.45042 0.0 0.0 0.0 -0.22
N 0.90767 -1.00190 -1.52397 0.0 0.0 0.0 0.03
C 0.59469 -2.26360 -1.91556 0.0 0.0 0.0 -0.22
C -0.22439 -3.14089 -1.20872 0.0 0.0 0.0 0.06
C -0.84246 -2.92714 0.02132 0.0 0.0 0.0 -0.22
N -0.79121 -1.77091 0.73566 0.0 0.0 0.0 0.02
C -1.44801 -1.97114 1.90973 0.0 0.0 0.0 -0.22
C -1.55394 -1.04088 2.94143 0.0 0.0 0.0 0.06
C -1.96331 -3.32451 1.94123 0.0 0.0 0.0 -0.12
C -1.58740 -3.91706 0.77150 0.0 0.0 0.0 -0.12
C -1.88495 -5.30410 0.29584 0.0 0.0 0.0 -0.19
C -3.05044 -5.34341 -0.69723 0.0 0.0 0.0 -0.08
C -2.77277 -3.90550 3.05736 0.0 0.0 0.0 -0.19
C -4.24425 -3.48542 2.99036 0.0 0.0 0.0 -0.08
C 1.27602 -2.56264 -3.16068 0.0 0.0 0.0 -0.12
C 1.98517 -1.44775 -3.49582 0.0 0.0 0.0 -0.12
C 2.82263 -1.21254 -4.71287 0.0 0.0 0.0 -0.19
C 2.07279 -0.41658 -5.78602 0.0 0.0 0.0 -0.08
C 1.15864 -3.84852 -3.91654 0.0 0.0 0.0 -0.19
C -0.11671 -3.91639 -4.76224 0.0 0.0 0.0 -0.08
N 1.48922 1.55373 -0.21920 0.0 0.0 0.0 0.04
C 3.64704 3.62418 -2.44687 0.0 0.0 0.0 -0.19
C 2.79077 4.20571 -3.57607 0.0 0.0 0.0 -0.08
H -0.89621 5.51994 4.74417 0.0 0.0 0.0 0.07
H -2.10988 4.31532 4.29324 0.0 0.0 0.0 0.07
H -0.92379 4.84715 3.10812 0.0 0.0 0.0 0.07
H -0.28817 3.27429 5.66533 0.0 0.0 0.0 0.10
H 0.90878 3.81687 4.51436 0.0 0.0 0.0 0.11
H -1.43982 1.48902 6.20248 0.0 0.0 0.0 0.10
H -1.68991 -0.16771 5.70906 0.0 0.0 0.0 0.11
H -3.49627 2.19162 4.94740 0.0 0.0 0.0 0.07
H -3.87796 0.94554 6.14255 0.0 0.0 0.0 0.07
H -3.75185 0.53044 4.42757 0.0 0.0 0.0 0.07
H 1.22781 3.82709 2.25344 0.0 0.0 0.0 0.10
H 3.67762 5.37159 -0.17125 0.0 0.0 0.0 0.10
H 3.00075 4.97877 1.39111 0.0 0.0 0.0 0.11
H 1.42081 6.08837 -0.99301 0.0 0.0 0.0 0.06
H 1.87480 6.99207 0.45736 0.0 0.0 0.0 0.07
H 0.71217 5.66240 0.56118 0.0 0.0 0.0 0.06
H 2.94352 1.08359 -3.22145 0.0 0.0 0.0 0.10
H -0.36614 -4.12032 -1.64864 0.0 0.0 0.0 0.10
H -2.11933 -1.35606 3.80976 0.0 0.0 0.0 0.10
H -2.11592 -5.94046 1.15220 0.0 0.0 0.0 0.10
H -0.99343 -5.73231 -0.16938 0.0 0.0 0.0 0.11
H -3.96159 -4.96148 -0.23455 0.0 0.0 0.0 0.07
H -3.24168 -6.36127 -1.03975 0.0 0.0 0.0 0.07
H -2.84027 -4.72206 -1.56920 0.0 0.0 0.0 0.07
H -2.34810 -3.60080 4.01708 0.0 0.0 0.0 0.11
H -2.70458 -4.99463 3.02753 0.0 0.0 0.0 0.10
H -4.34080 -2.39900 3.02085 0.0 0.0 0.0 0.07
H -4.81097 -3.90334 3.82350 0.0 0.0 0.0 0.07
H -4.69944 -3.82943 2.06055 0.0 0.0 0.0 0.07
H 3.14072 -2.17119 -5.12725 0.0 0.0 0.0 0.10
H 3.73683 -0.68166 -4.43592 0.0 0.0 0.0 0.11
H 1.17869 -0.95317 -6.10671 0.0 0.0 0.0 0.07
H 2.70136 -0.24487 -6.66094 0.0 0.0 0.0 0.07
H 1.75204 0.55165 -5.39815 0.0 0.0 0.0 0.07
H 1.17903 -4.68867 -3.21783 0.0 0.0 0.0 0.11
H 2.02988 -3.97027 -4.56311 0.0 0.0 0.0 0.10
H -1.00433 -3.81325 -4.13598 0.0 0.0 0.0 0.07
H -0.18376 -4.86407 -5.29838 0.0 0.0 0.0 0.07
H -0.13572 -3.10739 -5.49385 0.0 0.0 0.0 0.07
H 4.30715 2.85195 -2.85012 0.0 0.0 0.0 0.11
H 4.29949 4.40274 -2.04655 0.0 0.0 0.0 0.10
H 2.13195 3.44347 -3.99576 0.0 0.0 0.0 0.07
H 3.41427 4.60186 -4.37892 0.0 0.0 0.0 0.07
H 2.15927 5.01393 -3.20335 0.0 0.0 0.0 0.06
C -1.22429 4.25581 -3.20350 0.0 0.0 0.0 -0.05
C -2.45037 3.74727 -2.43103 0.0 0.0 0.0 -0.63
C -2.88153 4.79971 -1.40092 0.0 0.0 0.0 -0.05
C -3.60070 3.46351 -3.40360 0.0 0.0 0.0 -0.05
C -2.07134 2.51114 -1.72952 0.0 0.0 0.0 -0.15
C -1.72709 1.50230 -1.15890 0.1 0.0 0.0 -0.10
H -1.46584 5.18865 -3.71862 0.0 0.0 0.0 0.09
H -0.90301 3.52056 -3.94266 0.0 0.0 0.0 0.09
H -0.39119 4.43633 -2.52114 0.0 0.0 0.0 0.07
H -3.15124 5.72921 -1.90773 0.0 0.0 0.0 0.08
H -2.06929 5.00606 -0.70248 0.0 0.0 0.0 0.08
H -3.74272 4.45152 -0.82982 0.0 0.0 0.0 0.09
H -3.87497 4.37906 -3.93267 0.0 0.0 0.0 0.08
H -4.47669 3.09567 -2.86857 0.0 0.0 0.0 0.09
H -3.30843 2.71172 -4.13730 0.0 0.0 0.0 0.09
```
Forces are in eV/Å.

Values from the calculation:
Max |F|, eV Å⁻¹: 0.06
E_LUMO, eV: -0.84
Net charge: 0
Spin multiplicity: 1
HOMO-LUMO gap, eV: 5.78


Here is a molecular structure, C3H4ClN2O2 from the Open Molecules 2025 dataset. Energies are from ωB97M-V/def2-TZVPD.

```
12
Properties=species:S:1:pos:R:3:forces:R:3:nbo_charge:R:1
C -1.37938 -0.62593 0.89375 -0.6 -2.2 -1.9 -0.26
C -0.33926 -1.03585 0.17078 0.9 -0.7 0.3 -0.12
C 1.25685 0.80812 -1.25750 1.8 0.3 0.9 0.49
N -1.25253 0.51317 1.62090 -0.6 0.7 0.4 0.11
N 1.86187 0.30606 -0.12908 -0.9 1.1 -2.0 -0.94
O -2.35854 0.93931 1.91998 -0.1 0.8 0.7 -0.38
O 1.44584 1.92780 -1.77048 -0.4 -0.7 0.0 -0.72
Cl -0.57718 -2.41489 -0.91210 -0.1 0.4 0.4 -0.09
H -2.35656 -1.10058 0.69761 0.1 0.6 0.6 0.17
H 0.57326 0.06606 -1.73443 0.1 0.4 0.0 0.08
H 0.80251 -0.48211 0.19645 -0.3 -0.4 0.3 0.33
H 2.32313 1.09884 0.30413 0.2 -0.1 0.2 0.35
```
Forces are in eV/Å.

Values from the calculation:
Max |F|, eV Å⁻¹: 2.98
E_LUMO, eV: 3.22
Net charge: -1
Spin multiplicity: 1
HOMO-LUMO gap, eV: 7.45